Density functional theory data (ωB97M-V/def2-TZVPD) for 3 unconnected molecules or ions with the total composition C41H83ClN6O7S3 at a distorted geometry.

## Properties
frontier orbital gap: 8.40 eV
HOMO energy: -8.3 eV
max |F|: 1.3 eV/A
spin multiplicity: 3
lowest unoccupied orbital energy: 0.0048 Eh
expectation value of S²: 2.008

Each line ends with the Löwdin spin population.
Positions of all 141 atoms, in Å:
C -0.728983 2.125820 -1.706603  0.00
C -1.490363 2.829209 -0.586738  0.00
C -2.518457 2.033325 0.243288  0.00
C -2.279245 0.556723 0.641683  0.00
C -0.893393 0.193505 1.274546  0.00
C 0.182692 1.240265 1.570418  0.00
C -0.107372 2.290288 2.632881  0.00
O 0.961823 3.224952 2.595067  0.00
C 0.566359 4.536299 2.929507  0.00
C -2.501201 -0.450827 -0.515975  0.00
C -3.909278 -0.633693 -1.158189  0.00
C -3.983670 0.229369 -2.450012  0.00
C -2.969759 -0.054410 -3.565985  0.00
C -3.051932 -1.375926 -4.303529  0.00
S -1.908292 -1.370353 -5.720780  0.00
C -0.370095 -1.423808 -4.851570  0.00
S 0.900888 -0.572040 -5.404017  0.00
N -0.384545 -2.248898 -3.716473  0.00
C -0.177734 -3.672036 -4.042758  0.00
C 1.263720 -4.071539 -4.386732  0.00
C 0.417284 -1.746746 -2.597459  0.00
C 0.375454 -2.695406 -1.403138  0.00
C -4.108845 -2.171635 -1.273432  0.00
C -5.336301 -2.863901 -1.961400  0.00
N -4.844663 -3.729991 -3.028067  0.00
N -5.966731 -3.705219 -0.912058  0.00
N -6.352714 -2.030434 -2.570235  0.00
S -5.293339 -0.014293 -0.086176  0.00
O -6.097375 -1.117431 0.349316  0.00
O -5.960001 1.066183 -0.750100  0.00
O -4.642817 0.654538 1.220060  0.00
C -3.373393 0.171707 1.676813  0.00
Cl -3.174633 1.018801 3.241930  0.00
O -3.466945 -1.189552 1.813317  0.00
C -3.341997 -1.884794 3.053047  0.00
C -3.382947 -3.360343 2.714456  0.00
H -1.355668 1.889598 -2.565631  0.00
H -0.218475 1.227177 -1.354548  0.00
H 0.064178 2.786460 -2.065466  0.00
H -2.040411 3.667239 -1.025168  0.00
H -0.767254 3.295973 0.082659  0.00
H -2.679126 2.608044 1.157061  0.00
H -3.478466 2.096434 -0.269983  0.00
H -1.067309 -0.365017 2.199149  0.00
H -0.413032 -0.534641 0.612660  0.00
H 1.057949 0.684377 1.923696  0.00
H 0.531315 1.749995 0.676800  0.00
H -0.120823 1.819134 3.624448  0.00
H -1.050247 2.816707 2.469778  0.00
H 1.403574 5.208757 2.748608  0.00
H -0.271523 4.875056 2.305555  0.00
H 0.261956 4.605824 3.980694  0.00
H -2.221163 -1.415928 -0.095108  0.00
H -1.772801 -0.265861 -1.302283  0.00
H -3.797275 1.260032 -2.140156  0.00
H -4.984469 0.254415 -2.872408  0.00
H -1.939363 0.077214 -3.229237  0.00
H -3.121005 0.730512 -4.314820  0.00
H -4.035016 -1.589654 -4.722803  0.00
H -2.760547 -2.226023 -3.704234  0.00
H -0.815535 -3.880003 -4.903913  0.00
H -0.572611 -4.289012 -3.235225  0.00
H 1.998069 -3.384796 -3.965416  0.00
H 1.419543 -4.106015 -5.464465  0.00
H 1.479590 -5.058469 -3.973713  0.00
H 1.460359 -1.570137 -2.880846  0.00
H 0.030824 -0.768047 -2.293614  0.00
H 1.141131 -3.465590 -1.529062  0.00
H 0.628396 -2.165262 -0.483812  0.00
H -0.581030 -3.211885 -1.311956  0.00
H -3.188312 -2.539482 -1.735063  0.00
H -4.095684 -2.551766 -0.253418  0.00
H -4.350925 -4.512350 -2.608616  0.00
H -5.659580 -4.101488 -3.508366  0.00
H -6.807099 -3.247208 -0.574362  0.00
H -6.301213 -4.544169 -1.377361  0.00
H -6.776539 -1.372361 -1.932949  0.00
H -6.046761 -1.586278 -3.422928  0.00
H -4.173509 -1.629792 3.713608  0.00
H -2.399357 -1.639743 3.547043  0.00
H -3.201077 -3.947163 3.615305  0.00
H -2.586703 -3.593211 2.003184  0.00
H -4.339134 -3.628085 2.265159  0.00
C 1.315183 -7.051586 1.943356  0.00
C 1.181825 -6.878562 0.422367  0.03
C 0.586218 -8.140068 -0.206231  0.02
C 1.554752 -9.320995 -0.209061  0.00
C 2.880598 -8.944458 -0.871271  0.02
C 3.521526 -7.671093 -0.306555  0.03
N 2.500975 -6.576727 -0.223321  0.38
O 2.352898 -5.977125 -1.349409  0.52
C 4.153355 -7.948934 1.064920  0.00
C 4.652115 -7.211808 -1.221289  0.00
C 0.261120 -5.687806 0.198289  0.00
H 0.333949 -6.924399 2.401045  0.00
H 1.671433 -8.032596 2.243396  0.00
H 1.981770 -6.297925 2.364038  0.00
H 0.296718 -7.917435 -1.238367  0.00
H -0.330747 -8.396156 0.330172  0.00
H 1.724435 -9.683612 0.808132  0.00
H 1.106239 -10.152864 -0.754933  0.00
H 3.597828 -9.762317 -0.769470  0.00
H 2.711545 -8.806670 -1.943702  0.00
H 4.459435 -7.017472 1.542865  0.00
H 5.042138 -8.564790 0.928131  0.00
H 3.502476 -8.487183 1.747235  0.00
H 4.322434 -7.098526 -2.250616  0.00
H 5.446707 -7.958508 -1.196596  0.00
H 5.062456 -6.258681 -0.886568  0.00
H 0.694691 -4.779916 0.619783  0.00
H -0.699343 -5.870615 0.683013  0.00
H 0.074945 -5.520127 -0.858748  0.00
C 5.783676 8.671161 2.343097  0.00
C 4.340218 8.304570 1.964524  0.03
C 3.989295 8.866346 0.585196  0.02
C 3.835389 10.385384 0.576633  0.00
C 2.828375 10.841853 1.631405  0.02
C 3.104854 10.293897 3.036067  0.03
N 3.355595 8.816080 2.974459  0.38
O 2.257845 8.152137 2.943403  0.52
C 4.285924 11.033845 3.680232  0.00
C 1.896417 10.542619 3.932821  0.00
C 4.273079 6.781545 1.944530  0.00
H 6.468064 8.016383 1.803575  0.00
H 6.060606 9.688671 2.083409  0.00
H 5.954203 8.527636 3.410510  0.00
H 3.052331 8.412395 0.247584  0.00
H 4.762327 8.556433 -0.122324  0.00
H 4.801536 10.872140 0.734201  0.00
H 3.492612 10.707080 -0.408436  0.00
H 2.809606 11.932957 1.687366  0.00
H 1.827330 10.526031 1.322138  0.00
H 4.590943 10.539938 4.603669  0.00
H 3.976517 12.049319 3.927868  0.00
H 5.154341 11.120832 3.034594  0.00
H 0.980342 10.151262 3.498643  0.00
H 1.778264 11.618317 4.069708  0.00
H 2.035232 10.082368 4.911508  0.00
H 4.498046 6.368166 2.928670  0.00
H 5.012478 6.408060 1.235247  0.00
H 3.295841 6.420311 1.635717  0.00

Cartesian forces (eV/Å) of the 2 atoms listed first:
0.2 0.2 0.1
0.0 0.0 0.0



Density functional theory data (ωB97M-V/def2-TZVPD) for C40H57N5O7 in the gas phase at a distorted geometry.

## Properties
frontier orbital gap: 9.35 eV
HOMO energy: -8.7 eV
max |F|: 1.4 eV/A
lowest unoccupied orbital energy: 0.0226 Eh

Each line ends with the natural charge from an NBO analysis.
Positions of all 109 atoms, in Å:
C -3.533896 -5.577910 -0.366776  -0.61
H -2.659121 -5.835567 -0.958351  0.20
H -3.892731 -6.487381 0.109072  0.21
H -4.309835 -5.214906 -1.037197  0.21
C -3.199901 -4.531269 0.694344  -0.21
C -2.086826 -5.032173 1.610789  -0.61
H -2.417559 -5.917142 2.149818  0.21
H -1.201062 -5.293838 1.038569  0.20
H -1.816057 -4.269257 2.336868  0.21
C -2.871183 -3.161871 0.076489  -0.42
H -3.704907 -2.874577 -0.568778  0.21
H -2.789188 -2.433127 0.883839  0.24
C -1.587822 -3.130548 -0.755296  -0.13
N -0.373415 -3.063215 0.055509  -0.62
C -0.052900 -2.002236 0.809666  0.70
O -0.852183 -1.149047 1.175780  -0.70
C 1.451531 -1.910218 1.104026  -0.10
N 2.037995 -1.487661 -0.157359  -0.64
C 2.266601 -2.365730 -1.146249  0.70
O 2.190597 -3.577397 -0.983323  -0.68
C 2.531110 -1.755699 -2.509392  -0.32
N 2.689201 -0.319296 -2.446815  -0.46
C 2.110857 0.395973 -3.570814  -0.25
H 1.070134 0.090398 -3.688286  0.21
C 2.177362 1.894431 -3.273022  -0.07
H 1.802702 2.475234 -4.116995  0.19
O 3.504819 2.317950 -3.057831  -0.53
C 4.094069 1.592477 -2.001558  -0.08
H 5.119279 1.955819 -1.914661  0.19
C 4.070869 0.089629 -2.272082  -0.27
H 4.497153 -0.442749 -1.420960  0.22
H 4.672060 -0.132184 -3.172228  0.17
H 3.548490 1.780561 -1.066892  0.19
H 1.566613 2.112050 -2.385757  0.17
H 2.653520 0.188446 -4.509553  0.17
H 3.380355 -2.272135 -2.980674  0.20
H 1.635648 -1.998733 -3.092582  0.26
H 2.041164 -0.499848 -0.389422  0.45
C 1.763376 -0.942436 2.238186  -0.41
H 0.970976 -1.028833 2.985261  0.22
H 1.753613 0.073632 1.842755  0.24
C 3.113941 -1.223485 2.903552  -0.41
C 4.268977 -0.964601 1.978170  -0.03
C 4.703477 0.336512 1.755778  -0.22
C 5.783053 0.589706 0.930346  -0.20
C 6.440119 -0.458584 0.307359  -0.23
C 6.004012 -1.757221 0.508348  -0.22
C 4.925794 -2.007313 1.339277  -0.17
H 4.597989 -3.024936 1.495358  0.21
H 6.507480 -2.579039 0.020569  0.22
H 7.287853 -0.263661 -0.332868  0.22
H 6.118235 1.605017 0.776882  0.21
H 4.196231 1.156211 2.243915  0.21
H 3.205459 -0.576491 3.779296  0.22
H 3.138685 -2.260149 3.246185  0.21
H 1.837294 -2.912297 1.325505  0.22
H 0.406791 -3.631191 -0.268433  0.45
C -1.459834 -1.950778 -1.737606  0.69
O -0.759126 -2.047722 -2.727379  -0.65
N -2.072434 -0.808721 -1.382032  -0.63
H -2.652200 -0.777430 -0.557876  0.43
C -1.949791 0.397730 -2.161621  -0.13
C -1.375698 1.585025 -1.382947  0.69
O -1.203467 2.660407 -1.933689  -0.67
N -1.136833 1.387576 -0.079789  -0.64
H -1.100838 0.458216 0.329626  0.46
C -0.615587 2.467534 0.726219  -0.16
C 0.871701 2.646710 0.452122  0.62
O 1.612808 1.701538 0.294125  -0.58
C 1.379943 4.054480 0.400509  0.10
C 0.788598 4.913544 -0.648735  -0.09
O 0.460025 5.068577 0.699592  -0.48
H 1.413222 5.687826 -1.078490  0.19
H 0.014928 4.511855 -1.294371  0.23
C 2.819674 4.259877 0.815475  -0.63
H 3.480305 3.752001 0.117107  0.23
H 2.982951 3.855621 1.812488  0.21
H 3.050645 5.321666 0.824574  0.23
H -1.149504 3.386406 0.465212  0.24
C -0.762571 2.180910 2.225536  -0.39
H -0.113126 2.877713 2.761282  0.21
H -0.411637 1.165333 2.416763  0.22
C -2.189723 2.334432 2.762934  -0.20
C -3.120318 1.256942 2.212595  -0.61
H -2.687647 0.271691 2.368853  0.21
H -3.296302 1.400178 1.151000  0.22
H -4.082226 1.297115 2.718789  0.21
C -2.154199 2.264716 4.289192  -0.60
H -1.773814 1.298481 4.613361  0.20
H -3.153124 2.393994 4.698382  0.21
H -1.514668 3.043185 4.698856  0.20
H -2.570710 3.318080 2.468264  0.19
H -1.253885 0.171989 -2.978655  0.26
C -3.304047 0.814585 -2.775951  -0.41
C -4.319669 1.115673 -1.711150  -0.06
C -4.458159 2.405492 -1.212099  -0.16
C -5.381282 2.679624 -0.218392  -0.22
C -6.174824 1.666573 0.293508  -0.22
C -6.041726 0.377967 -0.193884  -0.21
C -5.120911 0.106277 -1.190665  -0.22
H -5.035683 -0.897399 -1.584479  0.21
H -6.660154 -0.416282 0.198072  0.21
H -6.897428 1.881443 1.066554  0.21
H -5.482952 3.687136 0.156850  0.22
H -3.838345 3.195509 -1.609331  0.22
H -3.655334 0.005377 -3.418763  0.22
H -3.125259 1.701009 -3.385199  0.24
H -1.508582 -4.038608 -1.357356  0.23
H -4.098115 -4.379172 1.305290  0.20

Cartesian forces (eV/Å) of the 2 atoms listed first:
-0.1 0.2 0.2
0.1 -0.1 -0.1